{"formula": "C4H9N2O2S", "method": "wB97M-V/def2-TZVPD", "species": ["C", "C", "C", "C", "N", "N", "O", "O", "S", "H", "H", "H", "H", "H", "H", "H", "H", "H"], "positions_angstrom": [[-1.2728, -1.4152, 0.3371], [1.0257, 0.0737, -0.7978], [3.2950, -0.4447, -0.1325], [-1.5728, 2.4229, 0.9012], [-1.2218, -0.1703, 0.6770], [-1.8982, -1.9033, -0.7372], [0.2777, 0.6734, -1.4562], [1.6911, -0.6034, -0.0448], [-1.9867, 1.0281, -0.1968], [-0.6497, -2.1294, 0.9791], [3.5133, -1.2001, -0.9003], [3.6884, -0.8209, 0.8983], [3.3880, 0.6176, -0.2459], [-0.8803, 3.1351, 0.2443], [-0.8700, 2.0148, 1.6681], [-2.5564, 2.9431, 1.1683], [-1.5410, -2.8798, -1.0278], [-2.4295, -1.3416, -1.3341]], "forces_ev_per_angstrom": [[1.32, 0.81, 1.04], [-3.30, 1.25, -1.22], [-0.29, -1.94, 2.03], [1.05, 1.45, -1.77], [0.58, -0.66, 0.74], [1.92, -4.28, 0.12], [3.30, -1.42, 1.07], [1.17, 0.14, 0.20], [-0.93, 0.13, 0.45], [-1.13, 0.86, -1.03], [0.29, 0.94, 0.01], [-1.08, 0.82, -1.87], [0.60, 0.20, -0.50], [-1.72, -1.12, 1.41], [-1.26, 0.42, -0.14], [1.82, -0.71, 0.16], [-1.51, 2.40, 0.32], [-0.80, 0.71, -1.04]], "e_homo_ev": [-11.236, -11.236], "total_charge": 1}

{"formula": "CH3NSi", "method": "wB97M-V/def2-TZVPD", "species": ["C", "N", "Si", "H", "H", "H"], "positions_angstrom": [[0.8660, -1.1185, -0.5050], [-1.3410, 1.1898, 0.1454], [-0.0404, 0.1813, 0.3447], [1.2629, 0.3763, 1.0393], [0.6273, -2.1332, -0.1325], [-1.3747, 1.5042, -0.8919]], "forces_ev_per_angstrom": [[-0.64, -0.19, 0.17], [1.84, -0.23, -1.50], [-1.45, 1.48, -1.55], [0.10, -0.17, 0.84], [0.47, 0.04, -0.02], [-0.33, -0.92, 2.06]], "e_homo_ev": [-9.022, -9.034]}

{"formula": "C8H28B2O30", "method": "wB97M-V/def2-TZVPD", "species": ["O", "C", "O", "B", "O", "C", "O", "O", "C", "O", "C", "O", "O", "O", "C", "O", "B", "O", "C", "O", "O", "C", "O", "C", "O", "O", "O", "H", "H", "O", "H", "H", "O", "H", "H", "O", "H", "H", "O", "H", "H", "O", "H", "H", "O", "H", "H", "O", "H", "H", "O", "H", "H", "O", "H", "H", "O", "H", "H", "O", "H", "H", "O", "H", "H", "O", "H", "H"], "positions_angstrom": [[7.7272, -14.8801, 19.2046], [7.2680, -15.4264, 18.2393], [6.8713, -16.6547, 18.1462], [6.5641, -17.0105, 16.7358], [6.7848, -15.7647, 15.9988], [7.1898, -14.8108, 16.7998], [7.6184, -13.7445, 16.4888], [5.1868, -17.4989, 16.7107], [5.1397, -18.7294, 16.2817], [4.1611, -19.4257, 16.2320], [6.5858, -19.1333, 15.9264], [7.3882, -18.1596, 16.2861], [6.8857, -20.2158, 15.5175], [3.8730, -14.2349, 15.8044], [4.3334, -14.6783, 14.8004], [4.2616, -15.9078, 14.3473], [4.9807, -16.0417, 13.0848], [5.3031, -14.6477, 12.7111], [5.0729, -13.8507, 13.7475], [5.3381, -12.6973, 13.8381], [4.1056, -16.7111, 12.0683], [4.7188, -17.7465, 11.5762], [4.3164, -18.4745, 10.7048], [6.1043, -17.8785, 12.2386], [6.1490, -16.8996, 13.1384], [6.9749, -18.6401, 11.9585], [3.9578, -19.7835, 19.7539], [4.5801, -20.4863, 19.9682], [4.1450, -19.5572, 18.8308], [8.3586, -20.7390, 18.5020], [7.6716, -21.0648, 17.8868], [9.1395, -21.2624, 18.2993], [3.3600, -21.8482, 17.5735], [3.4080, -22.8093, 17.6117], [4.2811, -21.5579, 17.5380], [9.5325, -12.2936, 14.6090], [8.7209, -12.6463, 15.0048], [10.1874, -12.9791, 14.7711], [6.5385, -11.4961, 18.2468], [6.8834, -12.3405, 17.9127], [7.0812, -10.8310, 17.8138], [2.1272, -17.1826, 16.9435], [2.7658, -17.7289, 16.4608], [2.6609, -16.4818, 17.3367], [4.8524, -17.1441, 20.6450], [5.7209, -17.5580, 20.6464], [4.2473, -17.8592, 20.3769], [6.4491, -22.3875, 17.1773], [6.8674, -23.1190, 17.6491], [6.4335, -22.6546, 16.2472], [9.1716, -21.4650, 14.2730], [9.5145, -22.0380, 14.9649], [8.5529, -20.8648, 14.7343], [2.5201, -20.7913, 14.3884], [2.5247, -19.8594, 14.1478], [3.0862, -20.8375, 15.1724], [7.4007, -14.4032, 21.9500], [6.9456, -15.0729, 22.4723], [7.4540, -14.7841, 21.0511], [9.8162, -17.2064, 14.9875], [9.0339, -17.6094, 15.4024], [10.5286, -17.3582, 15.6166], [5.2753, -12.7898, 20.5022], [5.7780, -12.3173, 19.8114], [5.8961, -13.4443, 20.8606], [10.6680, -14.0629, 20.9287], [10.1140, -13.4909, 21.4719], [10.0643, -14.4120, 20.2611]], "forces_ev_per_angstrom": [[0.02, 0.30, 0.36], [0.08, 0.35, -0.78], [0.17, -0.71, 0.15], [-0.23, 0.53, 0.74], [-0.21, -0.40, -0.42], [0.68, -0.92, 0.69], [-0.15, 0.90, -0.10], [-0.24, 0.17, -0.13], [0.21, 0.34, -0.14], [0.21, -0.02, 0.07], [-0.45, -0.48, 0.39], [-0.04, 0.51, -0.30], [0.41, -0.21, -0.35], [-0.24, -0.09, 0.76], [0.09, 0.31, -0.37], [-0.13, -0.89, 0.42], [-0.73, 0.26, -0.59], [0.36, -0.19, -0.12], [-0.13, -0.52, -0.35], [0.25, 0.84, -0.08], [-0.15, 0.76, 0.46], [0.10, -0.95, -1.05], [-0.07, 0.08, 0.16], [-0.40, 0.77, 0.01], [0.88, -0.27, 0.61], [0.13, -0.28, 0.13], [0.22, 0.17, -0.08], [-0.06, 0.04, -0.04], [-0.32, -0.11, 0.08], [-0.28, -0.18, -0.08], [0.36, 0.13, 0.16], [-0.02, 0.10, -0.06], [0.04, -0.20, 0.04], [0.05, 0.10, -0.04], [-0.10, -0.14, -0.19], [-0.03, 0.03, 0.10], [0.08, -0.01, -0.09], [-0.10, -0.04, -0.01], [0.18, -0.20, 0.01], [-0.02, 0.21, -0.16], [-0.03, -0.04, 0.00], [0.05, -0.15, 0.05], [-0.23, 0.18, 0.20], [0.02, 0.02, -0.22], [-0.23, -0.09, 0.13], [-0.04, -0.01, -0.17], [0.36, 0.17, 0.14], [0.03, -0.46, 0.10], [-0.15, 0.06, -0.06], [0.01, 0.34, 0.04], [-0.10, 0.04, 0.29], [0.00, 0.08, -0.01], [0.12, -0.21, -0.29], [-0.01, -0.21, -0.03], [0.04, -0.04, 0.04], [-0.20, 0.12, -0.10], [-0.02, -0.26, -0.20], [-0.02, 0.07, -0.07], [0.11, 0.07, 0.23], [-0.05, -0.05, 0.27], [0.26, 0.12, -0.26], [-0.07, -0.03, -0.03], [0.34, -0.01, -0.19], [-0.30, -0.11, 0.34], [-0.19, 0.35, 0.02], [0.05, 0.05, -0.04], [-0.10, -0.16, -0.07], [-0.05, 0.07, 0.08]], "e_homo_ev": -5.140, "total_charge": -2}